A 2-piece molecular cluster, C13H25B3Br2F4NO5S overall at a distorted geometry. Source: OMol25; level of theory: ωB97M-V/def2-TZVPD.

Computed properties:
gap between HOMO and LUMO = 8.1 eV
charge = +1

Last column: Löwdin charge in e.
Atoms and positions in Å:
O  3.3320  -0.2576  1.8022  -0.31
S  2.2321  0.4162  0.8942  0.98
O  1.8719  1.7649  1.6171  -0.31
F  0.8890  -0.6373  0.7002  -0.25
B  3.1001  0.8899  -0.7048  -0.40
O  2.5448  1.7597  -1.7692  0.13
B  3.6267  2.7652  -2.0304  -0.10
O  4.8224  2.9333  -1.1415  0.15
B  5.3246  1.6201  -0.6886  -0.35
C  6.7668  1.3878  0.1288  -0.06
C  7.0336  -0.1726  0.5549  -0.18
C  7.6164  -1.1319  -0.6393  -0.61
F  7.5904  -0.5359  -1.9954  -0.10
Br  9.5778  -1.5033  -0.2182  0.75
C  6.9069  -2.6431  -0.6864  -0.61
F  7.9038  -3.7089  -1.0790  -0.13
F  6.4176  -3.0762  0.6753  -0.07
Br  5.3884  -2.7681  -1.9931  0.76
O  4.4993  0.3853  -0.9323  0.11
H  3.5178  3.4551  -2.9976  0.11
H  6.6294  1.9924  1.1487  0.14
H  7.6802  1.9106  -0.4138  0.14
H  7.8509  -0.1826  1.4222  0.12
H  6.0390  -0.5745  1.0628  0.13
C  -1.3863  0.1974  -0.9061  -0.10
C  -1.7926  0.8636  0.3959  -0.23
C  -2.8996  0.1832  1.2100  -0.10
N  -4.3148  0.1116  0.5670  -0.23
C  -5.2949  -0.1892  1.7310  -0.10
C  -6.7099  -0.4862  1.2490  -0.17
C  -6.7387  -1.6091  0.2256  -0.19
C  -5.7967  -1.3170  -0.9288  -0.17
C  -4.3776  -1.0393  -0.4485  -0.10
C  -4.6681  1.4549  -0.0684  0.04
H  -2.1006  0.4083  -1.7057  0.07
H  -0.4220  0.5929  -1.2422  0.07
H  -1.2832  -0.8855  -0.7886  0.08
H  -2.0344  1.9161  0.2102  0.11
H  -0.9014  0.8821  1.0375  0.10
H  -3.0190  0.7514  2.1420  0.13
H  -2.6151  -0.8399  1.4817  0.14
H  -4.8907  -1.0552  2.2696  0.14
H  -5.2880  0.6783  2.4012  0.14
H  -7.3295  -0.7674  2.1087  0.13
H  -7.1713  0.4132  0.8266  0.12
H  -7.7583  -1.7449  -0.1515  0.13
H  -6.4487  -2.5515  0.7066  0.13
H  -6.1740  -0.4713  -1.5150  0.12
H  -5.7805  -2.1775  -1.6079  0.13
H  -3.7548  -0.7809  -1.3034  0.11
H  -3.9612  -1.9278  0.0417  0.14
H  -4.0225  1.6162  -0.9362  0.11
H  -4.5198  2.2383  0.6798  0.12
H  -5.7072  1.4471  -0.3984  0.10

C4H8ClNS as an isolated structure at a distorted geometry. Source: OMol25; level of theory: ωB97M-V/def2-TZVPD.

Computed properties:
gap between HOMO and LUMO = 9.1 eV

Last column: Löwdin charge in e.
Atoms and positions in Å:
C  -1.5626  0.8644  0.0191  -0.45
C  -1.6599  1.8141  1.0994  -0.13
C  2.8254  -0.6887  0.0225  -0.24
C  1.6009  0.1233  -0.2832  -1.10
N  -2.2501  0.5767  -0.9507  0.12
S  0.0840  -0.6595  0.3661  0.65
Cl  1.8037  1.8645  0.3009  0.46
H  -2.5971  2.3378  1.2208  0.08
H  -0.9680  2.7438  1.0471  0.10
H  -1.3750  1.4708  2.0951  0.08
H  2.6877  -1.5606  -0.5345  0.03
H  3.0456  -0.9811  1.1124  0.11
H  3.8170  -0.2088  -0.3842  0.11
H  1.3194  0.3424  -1.3872  0.07
H  -2.3547  -0.2428  -1.5990  0.11

C19H21AlClN6O4S as an isolated structure. Source: OMol25; level of theory: ωB97M-V/def2-TZVPD.

Computed properties:
gap between HOMO and LUMO (spin up / spin down) = 6.4 / 6.4 eV
charge = +1

Last column: Löwdin charge in e.
Atoms and positions in Å:
Al  -0.2035  -0.2787  -0.0236  -0.16
O  -0.5979  1.5383  2.9219  -0.38
Cl  -1.7595  1.1393  2.1727  1.02
O  -2.0658  2.1058  1.1258  -0.43
O  -1.3002  -0.1628  1.3737  -0.39
O  0.2661  1.6057  -0.3559  0.04
S  0.1645  -2.4937  -0.3636  0.80
C  1.8297  -2.4202  0.2414  -0.69
N  2.6323  -3.4616  0.3383  0.10
N  2.1993  -4.6068  -0.0094  0.03
C  2.9979  -5.7754  0.0586  -0.21
C  2.4453  -6.9579  -0.4100  -0.03
C  3.1909  -8.1243  -0.3627  -0.07
C  4.4793  -8.1062  0.1502  -0.07
C  5.0199  -6.9153  0.6193  -0.06
C  4.2857  -5.7430  0.5791  -0.02
N  2.4097  -1.2617  0.6178  0.12
N  1.6701  -0.2439  0.5175  -0.01
C  2.1703  1.0276  0.8684  -0.17
C  1.3607  2.0557  0.4165  -0.20
C  1.6121  3.3718  0.7075  0.01
C  2.7324  3.6551  1.4786  -0.04
C  3.5620  2.6374  1.9367  -0.05
C  3.2846  1.3123  1.6393  0.02
H  1.2445  -4.6888  -0.3504  0.09
H  1.4351  -6.9662  -0.8086  0.11
H  2.7620  -9.0477  -0.7288  0.11
H  5.0616  -9.0173  0.1862  0.11
H  6.0240  -6.8992  1.0241  0.11
H  4.6905  -4.8088  0.9425  0.11
H  -0.4584  2.2543  -0.3662  0.13
H  0.9574  4.1593  0.3530  0.13
H  2.9559  4.6853  1.7261  0.12
H  4.4225  2.8876  2.5437  0.12
H  3.8971  0.4964  1.9985  0.12
N  -1.5143  -0.0737  -1.4609  0.24
C  -2.3606  -0.7846  -1.8338  -0.17
N  -3.2951  -1.5683  -2.2450  -0.05
C  -3.1542  -2.3172  -3.5169  -0.08
C  -3.2538  -3.8388  -3.2716  -0.15
C  -3.6625  -4.1485  -1.8287  -0.19
C  -4.8763  -3.2945  -1.4642  -0.16
C  -4.4697  -1.8202  -1.3621  -0.09
H  -2.1913  -2.0472  -3.9436  0.13
H  -3.9275  -1.9664  -4.1974  0.13
H  -2.3090  -4.3207  -3.5197  0.11
H  -4.0117  -4.2477  -3.9402  0.12
H  -2.8382  -3.9344  -1.1417  0.10
H  -3.8930  -5.2083  -1.7332  0.12
H  -5.3166  -3.5996  -0.5164  0.12
H  -5.6416  -3.4183  -2.2332  0.12
H  -4.1645  -1.5734  -0.3466  0.13
H  -5.2823  -1.1530  -1.6469  0.13

A 2-piece molecular cluster, C10H16 overall at a distorted geometry. Source: OMol25; level of theory: ωB97M-V/def2-TZVPD.

Computed properties:
gap between HOMO and LUMO = 10.0 eV
SMILES = Cc1ccccc1.CCC

Last column: Löwdin charge in e.
Atoms and positions in Å:
C  -3.0536  0.2909  -1.2715  -0.07
C  -1.5901  0.5138  -1.2563  -0.27
C  -0.6017  -0.4827  -1.4152  -0.06
C  0.6896  -0.1078  -1.7894  -0.11
C  1.1040  1.2094  -1.8349  -0.09
C  0.1681  2.1943  -1.5805  -0.09
C  -1.1430  1.8395  -1.3172  -0.06
H  -3.3440  -0.2561  -2.1748  0.09
H  -3.6617  1.1926  -1.2219  0.07
H  -3.4903  -0.2799  -0.4386  0.08
H  -0.9076  -1.5201  -1.3582  0.11
H  1.3078  -1.0010  -1.7648  0.10
H  2.1712  1.3557  -1.9286  0.10
H  0.3982  3.2388  -1.7431  0.10
H  -1.8383  2.6479  -1.1141  0.11
C  0.6892  -0.1728  2.7907  -0.13
C  1.8827  -0.8720  2.1346  -0.31
C  1.4168  -1.9130  1.1504  -0.12
H  0.1811  0.5272  2.1202  0.07
H  0.9653  0.3241  3.7198  0.06
H  -0.1585  -0.8051  3.0894  0.07
H  2.5116  -0.0934  1.6822  0.10
H  2.5494  -1.1902  2.9396  0.09
H  2.1752  -2.6161  0.7934  0.07
H  0.6020  -2.5316  1.5429  0.08
H  0.9764  -1.4924  0.2461  0.02